1.
DFT (the ωB97M-V functional and the def2-TZVPD basis) results for a molecular structure, C24H42Cl3N4O3SSiTl at a distorted geometry.

```
79
Properties=species:S:1:pos:R:3
C 2.951 -0.241 -2.065
C 1.976 0.435 -2.937
H 3.503 -1.025 -2.601
H 2.456 -0.683 -1.174
H 3.685 0.497 -1.683
C 1.843 0.347 -4.255
C 2.714 -0.455 -5.163
H 1.065 0.927 -4.771
H 3.465 -1.064 -4.631
H 3.255 0.200 -5.871
H 2.108 -1.135 -5.788
Tl -0.562 0.386 0.387
Cl 0.691 2.311 1.151
Cl 1.168 -1.302 1.108
H -3.391 0.477 5.098
H -1.072 0.792 6.252
C -2.926 -0.312 4.485
C -0.699 -0.003 5.596
N -1.486 -0.038 4.376
H -3.362 -0.333 3.486
C -0.911 0.137 3.217
O -1.670 0.102 2.203
H 0.347 0.199 5.326
H 0.181 0.323 3.181
H -3.068 -1.277 4.994
H -0.768 -0.968 6.112
H 0.863 -2.299 -2.457
H -0.600 -1.493 -4.358
C -0.017 -2.767 -1.972
C -1.427 -2.052 -3.880
N -1.222 -2.102 -2.443
H 0.063 -2.661 -0.885
C -2.013 -1.397 -1.637
O -1.875 -1.368 -0.401
H -2.383 -1.542 -4.097
H -2.840 -0.844 -2.126
H -0.063 -3.829 -2.266
H -1.456 -3.074 -4.287
O 0.117 0.367 -1.755
C 0.980 1.290 -2.150
C -1.036 2.017 -3.503
C 0.191 2.328 -2.939
H -1.482 1.036 -3.307
C -1.699 2.972 -4.283
H 1.528 1.815 -1.351
C 0.768 3.580 -3.134
H -2.664 2.716 -4.727
C -1.128 4.225 -4.495
C 0.111 4.526 -3.910
H 1.740 3.797 -2.680
H -1.641 4.966 -5.110
H 0.562 5.507 -4.064
Si 3.839 -4.767 3.650
Cl 5.113 -5.124 2.073
C 2.260 -5.720 3.332
C 3.525 -2.931 3.724
C 4.684 -5.374 5.213
H 1.788 -5.390 2.389
H 1.532 -5.567 4.150
H 2.460 -6.804 3.252
H 4.906 -6.455 5.151
H 4.046 -5.208 6.100
H 5.639 -4.842 5.376
H 3.059 -2.570 2.787
H 4.468 -2.374 3.873
H 2.845 -2.675 4.558
C -3.866 4.548 -1.252
N -3.546 4.141 0.169
C -3.894 4.836 1.323
C -3.449 4.139 2.356
N -2.827 3.012 1.858
C -2.870 2.984 0.493
S -2.418 1.855 -0.701
H -2.946 4.679 -1.818
H -4.478 3.787 -1.727
H -4.413 5.485 -1.227
H -4.431 5.754 1.266
H -3.516 4.316 3.399
H -2.381 2.254 2.416
```

Summary:
HOMO energy (hartree): -0.269
E_tot (eV): -98649.3393
LUMO (eV): 0.01
Gap between HOMO and LUMO (Eh): 0.270

=====

2.
DFT (the ωB97M-V functional and the def2-TZVPD basis) results for a molecular structure, C24H42Cl3N4O3SiSn at a distorted geometry.

```
78
Properties=species:S:1:pos:R:3
C -1.681 -2.063 -3.653
C -1.178 -2.879 -2.468
H -1.915 -2.628 -4.557
H -0.842 -1.378 -3.852
H -2.559 -1.453 -3.405
C -0.701 -4.163 -2.577
C -0.379 -4.772 -3.873
H -0.390 -4.682 -1.690
H 0.105 -4.026 -4.536
H -1.245 -5.181 -4.423
H 0.329 -5.597 -3.718
Sn 0.430 1.532 0.951
Cl -2.050 1.427 0.731
Cl 1.721 3.492 0.256
H 1.222 5.120 4.201
H -1.141 6.492 3.414
C 1.262 4.880 3.134
C -0.856 6.058 2.447
N -0.110 4.808 2.614
H 1.708 3.907 2.974
C -0.730 3.627 2.582
O -0.135 2.525 2.863
H -1.765 5.892 1.867
H -1.789 3.621 2.265
H 1.805 5.658 2.592
H -0.249 6.819 1.940
H 1.821 -0.720 -2.988
H 2.444 -3.375 -1.864
C 2.810 -0.561 -2.525
C 3.312 -2.791 -1.564
N 2.948 -1.393 -1.342
H 2.934 0.502 -2.271
C 2.515 -0.978 -0.155
O 2.057 0.183 0.029
H 3.726 -3.205 -0.644
H 2.642 -1.690 0.687
H 3.583 -0.874 -3.228
H 4.048 -2.820 -2.353
O -0.135 -1.727 -1.851
C -1.205 -2.149 -1.100
C 0.209 -3.580 0.481
C -0.961 -2.860 0.194
H 1.032 -3.572 -0.242
C 0.300 -4.333 1.664
H -2.010 -1.431 -1.064
C -1.961 -2.815 1.172
H 1.229 -4.884 1.878
C -0.767 -4.368 2.580
C -1.897 -3.607 2.316
H -2.816 -2.157 0.988
H -0.683 -4.941 3.500
H -2.725 -3.606 3.011
Si -0.336 2.882 -2.775
Cl 0.029 0.968 -1.556
C 1.355 3.591 -3.160
C -1.332 3.989 -1.649
C -1.337 2.620 -4.313
H 2.171 2.857 -3.095
H 1.598 4.426 -2.488
H 1.351 4.004 -4.183
H -0.771 2.142 -5.132
H -1.622 3.625 -4.677
H -2.263 2.065 -4.122
H -1.540 3.552 -0.665
H -2.298 4.195 -2.145
H -0.834 4.959 -1.510
C -1.476 -0.635 5.516
N -0.679 -0.747 4.304
C 0.539 -1.400 4.150
C 1.022 -1.077 2.912
N 0.124 -0.187 2.334
C -0.948 -0.137 3.141
H -1.974 -1.578 5.765
H -0.832 -0.346 6.354
H -2.227 0.139 5.353
H 0.962 -2.040 4.905
H 1.913 -1.461 2.414
H -1.910 0.310 2.932
```

Summary:
Total charge: -1
HOMO energy (hartree): -0.064
E_tot (eV): -88948.9728
LUMO (eV): 2.45
Gap between HOMO and LUMO (Eh): 0.154

=====

3.
DFT (the ωB97M-V functional and the def2-TZVPD basis) results for a molecular structure, C24H42Cl3N4O3SiTm at a distorted geometry.

```
78
Properties=species:S:1:pos:R:3
C -2.798 3.181 -2.081
C -2.713 1.760 -2.568
H -3.235 3.861 -2.814
H -1.757 3.477 -1.860
H -3.389 3.292 -1.156
C -2.713 1.374 -3.876
C -2.721 2.338 -5.006
H -2.570 0.312 -4.098
H -2.058 3.202 -4.773
H -3.732 2.722 -5.274
H -2.313 1.810 -5.882
Tm 1.410 0.100 1.590
Cl -0.932 -0.087 2.564
Cl 3.770 1.086 1.806
C -0.558 -2.593 1.093
O 0.513 -1.907 1.047
N -0.661 -3.806 0.545
C 0.481 -4.381 -0.150
C -1.838 -4.674 0.635
H -1.455 -2.224 1.602
H 1.302 -3.660 -0.110
H 0.221 -4.581 -1.198
H 0.782 -5.315 0.339
H -2.655 -4.135 1.119
H -1.622 -5.588 1.209
H -2.176 -4.997 -0.360
H 1.069 2.270 -2.260
H 0.527 0.046 -4.362
C 2.033 1.804 -2.496
C 1.593 -0.079 -4.101
N 1.861 0.364 -2.735
H 2.711 1.980 -1.657
C 1.895 -0.487 -1.697
O 1.984 -0.048 -0.526
H 1.846 -1.143 -4.199
H 1.857 -1.583 -1.912
H 2.441 2.246 -3.408
H 2.197 0.526 -4.795
O -1.014 1.330 -1.619
C -2.217 0.778 -1.491
C -1.319 -1.378 -2.445
C -2.305 -0.724 -1.711
H -0.389 -0.858 -2.665
C -1.518 -2.694 -2.859
H -2.740 1.011 -0.551
C -3.347 -1.455 -1.120
H -0.779 -3.174 -3.518
C -2.668 -3.383 -2.424
C -3.581 -2.772 -1.539
H -3.954 -0.977 -0.342
H -2.858 -4.408 -2.769
H -4.466 -3.324 -1.166
Si 0.817 3.757 1.764
Cl 0.315 2.096 0.448
C 2.540 4.368 1.438
C 0.573 3.279 3.547
C -0.161 5.235 1.323
H 2.932 4.168 0.446
H 3.277 3.968 2.129
H 2.527 5.459 1.525
H 0.244 5.720 0.431
H -0.017 5.912 2.177
H -1.227 5.090 1.172
H -0.138 2.459 3.714
H 0.195 4.165 4.098
H 1.541 2.979 3.983
C 2.703 -3.476 5.639
N 2.597 -2.173 5.016
C 2.915 -0.941 5.593
C 2.613 0.007 4.645
N 2.145 -0.665 3.529
C 2.149 -1.967 3.765
H 3.756 -3.722 5.821
H 2.153 -3.474 6.585
H 2.258 -4.200 4.950
H 3.322 -0.809 6.578
H 2.698 1.084 4.620
H 1.832 -2.755 3.086
```

Summary:
HOMO energy (hartree): -0.193
E_tot (eV): -112651.9553
LUMO (eV): -0.02
Expectation value of S²: 2.002
Gap between HOMO and LUMO (Eh): 0.192
Multiplicity: 3

=====

4.
DFT (the ωB97M-V functional and the def2-TZVPD basis) results for a single C24H42N2O10 molecule.

```
78
Properties=species:S:1:pos:R:3
C -4.601 -3.329 1.280
C -3.336 -2.494 1.208
O -3.006 -2.288 -0.165
C -2.071 -1.380 -0.427
O -1.588 -0.658 0.414
C -1.802 -1.278 -1.911
C -0.301 -1.173 -2.182
C 0.435 -2.229 -1.371
O -0.164 -2.932 -0.574
N 1.766 -2.361 -1.586
C 2.524 -1.561 -2.520
C 2.994 -0.197 -1.984
O 4.346 -0.322 -1.578
C 5.022 0.895 -1.394
C 4.473 1.763 -0.255
O 3.366 2.491 -0.741
C 2.992 3.614 0.020
C 2.229 3.284 1.314
N 1.030 2.516 1.030
C -0.020 3.187 0.499
O 0.029 4.388 0.300
C -1.234 2.353 0.132
C -2.388 3.226 -0.363
C -3.413 2.354 -1.042
O -3.189 1.631 -1.982
O -4.612 2.473 -0.469
C -5.676 1.675 -0.992
C -5.692 0.291 -0.359
C 1.039 1.115 1.381
C 0.632 0.889 2.853
O 1.068 -0.342 3.371
C 0.497 -1.491 2.769
C 1.563 -2.399 2.155
O 2.288 -1.692 1.170
C 3.188 -2.481 0.432
C 2.505 -3.252 -0.713
H -5.423 -2.808 0.797
H -4.446 -4.278 0.776
H -4.858 -3.514 2.319
H -2.494 -3.004 1.689
H -3.471 -1.520 1.692
H -2.224 -2.159 -2.391
H -2.307 -0.382 -2.281
H 0.071 -0.191 -1.887
H -0.118 -1.301 -3.249
H 3.421 -2.126 -2.789
H 1.935 -1.413 -3.426
H 2.369 0.118 -1.142
H 2.925 0.566 -2.770
H 6.054 0.613 -1.174
H 4.992 1.489 -2.319
H 5.260 2.456 0.077
H 4.196 1.117 0.591
H 2.331 4.192 -0.629
H 3.876 4.221 0.269
H 2.855 2.719 2.005
H 1.944 4.234 1.776
H -0.949 1.672 -0.673
H -1.557 1.748 0.977
H -1.995 3.946 -1.084
H -2.852 3.771 0.457
H -6.589 2.226 -0.755
H -5.558 1.595 -2.077
H -6.546 -0.269 -0.731
H -5.765 0.374 0.723
H -4.782 -0.247 -0.613
H 2.046 0.714 1.252
H 0.374 0.551 0.729
H -0.458 0.987 2.958
H 1.110 1.643 3.487
H -0.019 -2.063 3.552
H -0.224 -1.214 1.999
H 2.255 -2.746 2.937
H 1.050 -3.265 1.717
H 3.709 -3.196 1.085
H 3.917 -1.786 0.009
H 3.266 -3.782 -1.291
H 1.789 -3.971 -0.312
```

Summary:
HOMO energy (hartree): -0.321
E_tot (eV): -49025.2924
LUMO (eV): 0.78
Gap between HOMO and LUMO (Eh): 0.350
SMILES: CCOC(=O)CCC(=O)N1CCOCCOCCN(C(=O)CCC(=O)OCC)CCOCCOCC1

=====

5.
DFT (the ωB97M-V functional and the def2-TZVPD basis) results for a molecular structure, C24H42N6O2SSi2Tl.

```
78
Properties=species:S:1:pos:R:3
Tl -0.122 -0.972 -0.438
N 0.483 1.188 -1.035
C 1.847 1.580 -1.467
C 2.027 1.565 -2.978
C 2.258 0.221 -3.668
C 1.076 -0.741 -3.769
N 1.002 -1.676 -2.624
H -0.182 1.483 -1.748
H 0.213 1.759 -0.217
H 2.577 0.934 -0.980
H 2.035 2.594 -1.106
H 2.889 2.197 -3.201
H 1.171 2.070 -3.442
H 3.106 -0.294 -3.203
H 2.581 0.441 -4.687
H 1.159 -1.307 -4.699
H 0.128 -0.198 -3.812
H 1.897 -2.145 -2.513
H 0.331 -2.407 -2.848
N -2.134 3.837 2.229
C -1.612 4.905 1.543
C -0.622 4.389 0.766
N -0.530 3.034 0.960
C -1.448 2.728 1.844
C -1.748 1.380 2.307
N -1.431 0.264 1.688
C -1.977 -0.750 2.441
C -2.623 -0.240 3.523
N -2.473 1.122 3.426
H -2.929 3.883 2.843
H -1.996 5.903 1.652
H 0.015 4.910 0.072
H -1.891 -1.784 2.150
H -3.157 -0.705 4.332
H -2.762 1.787 4.124
O -4.852 5.101 -0.318
C -3.770 4.742 -1.048
O -3.042 5.579 -1.497
C -3.522 3.275 -1.208
C -2.758 2.859 -2.295
C -2.431 1.523 -2.442
C -2.813 0.585 -1.480
S -2.297 -1.113 -1.603
C -3.612 0.997 -0.419
C -3.969 2.330 -0.290
H -5.448 4.351 -0.203
H -2.431 3.597 -3.015
H -1.866 1.194 -3.306
H -3.935 0.270 0.315
H -4.567 2.626 0.564
C 2.247 -4.624 -0.334
Si 0.833 -3.963 0.702
C 0.790 -4.841 2.351
C -0.773 -4.310 -0.206
C 1.006 -2.110 1.025
Si 2.700 -1.378 1.384
C 2.477 0.393 1.976
C 3.522 -2.363 2.745
C 3.802 -1.432 -0.135
H 2.072 -5.677 -0.564
H 3.200 -4.558 0.192
H 2.357 -4.099 -1.286
H 0.688 -5.919 2.210
H -0.059 -4.506 2.953
H 1.698 -4.666 2.930
H -0.936 -5.387 -0.291
H -0.777 -3.911 -1.225
H -1.639 -3.887 0.309
H 0.418 -1.912 1.930
H 1.669 0.923 1.466
H 3.391 0.979 1.854
H 2.233 0.397 3.042
H 2.895 -2.407 3.638
H 4.468 -1.895 3.030
H 3.743 -3.386 2.437
H 3.297 -1.070 -1.031
H 4.145 -2.448 -0.335
H 4.688 -0.811 0.016
```

Summary:
Total charge: +1
HOMO energy (hartree): -0.413
E_tot (eV): -69888.1566
LUMO (eV): -2.40
Gap between HOMO and LUMO (Eh): 0.325

=====

6.
DFT (the ωB97M-V functional and the def2-TZVPD basis) results for a molecular structure, C24H43Cl2EuF3N3O7SSi at a distorted geometry.

```
85
Properties=species:S:1:pos:R:3
C 2.968 -2.517 -2.612
C 2.416 -1.847 -3.829
H 2.565 -3.542 -2.517
H 2.712 -1.939 -1.700
H 4.069 -2.625 -2.677
C 2.477 -2.423 -5.046
C 3.196 -3.703 -5.323
H 2.026 -1.945 -5.918
H 2.858 -4.551 -4.707
H 4.285 -3.600 -5.187
H 3.027 -3.969 -6.373
Eu 0.156 -0.324 2.118
Cl 2.108 -0.568 0.271
C -0.256 3.147 1.575
O -0.722 1.982 1.621
N -0.935 4.155 1.011
C -2.324 3.925 0.662
C -0.269 5.341 0.489
H 0.718 3.434 2.010
H -2.836 3.465 1.518
H -2.404 3.271 -0.221
H -2.762 4.899 0.436
H 0.592 5.607 1.117
H -0.992 6.165 0.476
H 0.078 5.197 -0.551
H -3.244 1.895 6.052
H -1.823 1.449 7.876
C -3.190 0.833 5.784
C -1.319 0.580 7.445
N -1.876 0.292 6.129
H -3.339 0.697 4.709
C -1.136 -0.306 5.202
O -1.468 -0.464 4.006
H -0.244 0.779 7.346
H -0.155 -0.681 5.552
H -3.974 0.304 6.342
H -1.450 -0.282 8.115
H -0.073 -5.237 3.042
H 0.170 -3.553 0.495
C -1.064 -5.372 2.573
C -0.772 -4.124 0.439
N -1.402 -4.218 1.752
H -1.824 -5.484 3.360
C -1.876 -3.083 2.305
O -1.847 -1.973 1.731
H -1.464 -3.614 -0.247
H -2.260 -3.212 3.339
H -1.046 -6.252 1.914
H -0.565 -5.143 0.096
O 0.623 -0.708 -2.730
C 1.748 -0.497 -3.587
C 0.363 -0.205 -5.690
C 1.365 0.284 -4.845
H 0.001 -1.225 -5.526
C -0.212 0.642 -6.646
H 2.480 0.084 -2.998
C 1.934 1.549 -5.079
H -1.082 0.302 -7.205
C 0.306 1.930 -6.833
C 1.385 2.371 -6.067
H 2.764 1.900 -4.454
H -0.166 2.600 -7.560
H 1.782 3.390 -6.211
Si -0.796 0.130 -2.406
Cl 1.128 -2.787 2.918
C -2.140 -0.533 -3.515
C -0.576 2.011 -2.538
C -1.239 -0.062 -0.640
H -2.084 -0.109 -4.530
H -3.123 -0.283 -3.078
H -2.060 -1.631 -3.594
H -1.649 -1.030 -0.332
H -1.901 0.754 -0.305
H -0.219 0.082 -0.218
H -0.357 2.339 -3.560
H 0.260 2.314 -1.891
H -1.482 2.540 -2.199
F 2.408 0.042 5.862
C 2.701 1.349 5.586
F 2.495 2.069 6.720
F 4.008 1.429 5.238
S 1.609 1.967 4.194
O 2.040 3.324 3.921
O 1.927 0.999 3.113
O 0.243 1.802 4.690
```

Summary:
HOMO energy (alpha / beta) (hartree): -0.312 / -0.312
E_tot (eV): -115634.4241
LUMO (alpha / beta) (eV): -1.60 / 0.31
Expectation value of S²: 12.014
Gap between HOMO and LUMO (alpha / beta) (Eh): 0.254 / 0.324
Multiplicity: 7